C5H6O | wB97M-V/def2-TZVPD

HOMO energy = -0.30161 Eh
ΔE to the lowest compared entry with this formula, charge and spin = 5.076 eV
orbital gap = 0.3425 hartree
total charge = 0
maximum force = 0.0293 Eh/bohr

Each line ends with the natural charge from an NBO analysis.
Positions of all 12 atoms, in Å:
C -1.12977 -0.86534 -0.19409  -0.338
C 0.09421 -0.33917 1.04719  -0.398
C -0.82295 0.50207 -0.03281  -0.173
C 0.50087 0.92278 -0.68060  0.013
O 1.30622 -0.19213 -1.06314  -0.489
C 1.29186 0.23201 0.30423  0.033
H -0.68590 -1.50173 -0.93791  0.238
H -2.09664 -1.17840 0.22110  0.220
H 0.20429 -1.31266 1.52239  0.251
H -1.54932 1.25746 0.25047  0.232
H 0.67636 1.85857 -1.18831  0.204
H 2.21076 0.61654 0.75149  0.207

=====

C5H6O | wB97M-V/def2-TZVPD

HOMO energy (alpha / beta) = -0.27952 / -0.27949 Eh
ΔE to the lowest compared entry with this formula, charge and spin = 6.057 eV
orbital gap (alpha / beta) = 0.2969 / 0.2968 hartree
total charge = 0
maximum force = 0.0068 Eh/bohr

Each line ends with the natural charge from an NBO analysis.
Positions of all 12 atoms, in Å:
C 1.03572 0.25100 0.95210  -0.480
C 0.69347 -0.67200 -0.11771  -0.205
C -0.50031 -1.19253 0.42462  0.358
O -1.54475 -0.64331 -0.10721  -0.395
C -0.99093 0.41897 -0.90118  -0.040
C 0.30234 0.01671 -1.29380  -0.358
H 1.24965 -0.10545 1.96186  0.203
H -0.46071 1.07494 0.36600  0.057
H 1.57970 1.15362 0.67779  0.219
H -0.66467 -1.83874 1.28091  0.208
H -1.77237 0.92628 -1.46004  0.215
H 0.97233 0.72511 -1.76927  0.217

=====

C5H6O | wB97M-V/def2-TZVPD

HOMO energy (alpha / beta) = -0.30221 / -0.28710 Eh
ΔE to the lowest compared entry with this formula, charge and spin = 6.862 eV
orbital gap (alpha / beta) = 0.3193 / 0.2903 hartree
total charge = 0
maximum force = 0.0164 Eh/bohr

Each line ends with the natural charge from an NBO analysis.
Positions of all 12 atoms, in Å:
C -0.68216 -1.57994 2.11957  -0.220
C -0.22745 -1.01041 1.16159  -0.011
C 0.32408 -0.30741 0.00753  -0.443
C 0.31407 1.17768 0.16051  0.177
O -0.69921 1.34921 -0.64263  -0.357
C -0.74644 0.01439 -1.05147  -0.008
H -1.09441 -2.06844 2.97481  0.240
H 1.27214 -0.73387 -0.33628  0.274
H 0.97700 1.98318 0.45169  0.199
H 1.61210 1.06657 -2.01144  -0.037
H 1.03134 0.66622 -2.28345  0.009
H -1.75250 -0.40411 -1.03628  0.177

=====

C5H6O | wB97M-V/def2-TZVPD

HOMO energy (alpha / beta) = -0.28667 / -0.28665 Eh
ΔE to the lowest compared entry with this formula, charge and spin = 5.371 eV
orbital gap (alpha / beta) = 0.2937 / 0.2936 hartree
total charge = 0
maximum force = 0.0123 Eh/bohr

Each line ends with the natural charge from an NBO analysis.
Positions of all 12 atoms, in Å:
C -1.10858 0.47765 -0.09532  -0.459
C 0.26348 1.10719 -0.06429  -0.130
C 1.21569 0.20378 0.42637  -0.019
C 0.77726 -0.73711 -0.51849  -0.031
O -0.05445 -1.12736 1.42257  -0.728
C -0.57010 -0.95566 0.15560  0.063
H -1.75434 0.87319 0.69794  0.223
H -1.61162 0.57330 -1.06419  0.209
H 0.48314 2.16125 -0.22424  0.229
H 2.22815 0.44277 0.73693  0.235
H 1.36537 -1.26164 -1.26836  0.233
H -1.23400 -1.75736 -0.20452  0.174

=====

C5H6O | wB97M-V/def2-TZVPD

HOMO energy = -0.33432 Eh
ΔE to the lowest compared entry with this formula, charge and spin = 2.752 eV
orbital gap = 0.3713 hartree
total charge = 0
maximum force = 0.0777 Eh/bohr

Each line ends with the natural charge from an NBO analysis.
Positions of all 12 atoms, in Å:
C 0.09571 0.44703 -0.30381  -0.029
C 1.00913 3.43262 1.53126  0.506
C -0.27066 -0.51668 0.33715  -0.032
C 0.30537 1.71720 -0.94294  -0.692
C -0.28344 -1.91031 0.85283  -0.678
O 1.60725 2.81537 2.26110  -0.478
H 1.27726 1.66245 -1.62022  0.242
H 0.45438 2.47178 0.00853  0.217
H -0.66859 1.82420 -1.43081  0.248
H -1.27773 -2.36963 0.67132  0.229
H -0.38405 -1.78192 2.00779  0.229
H 0.50440 -2.57524 0.54271  0.236

=====

C5H6O2 | wB97M-V/def2-TZVPD

HOMO energy (alpha / beta) = -0.29689 / -0.29696 Eh
ΔE to the lowest compared entry with this formula, charge and spin = 9.397 eV
orbital gap (alpha / beta) = 0.2532 / 0.2536 hartree
total charge = 0
maximum force = 0.0775 Eh/bohr

Each line ends with the natural charge from an NBO analysis.
Positions of all 13 atoms, in Å:
C -0.02863 -0.75964 1.50230  0.045
C 0.10152 -1.23180 0.26267  0.056
C 0.00213 1.44323 0.55254  -0.087
C 0.15912 -0.46811 -1.02544  -0.405
C -0.43006 0.99275 -0.77657  -0.490
O 0.18390 -2.01718 2.01788  -0.231
O 0.40452 -2.47412 0.72056  -0.207
H -0.58641 1.59161 1.36133  0.210
H 1.00656 1.55981 0.81232  0.196
H 1.23335 -0.40518 -1.14101  0.219
H -0.44120 -0.81041 -1.83324  0.223
H -1.42876 0.79759 -0.93018  0.224
H -0.17605 1.78146 -1.52317  0.246

=====

C5H6O2 | wB97M-V/def2-TZVPD

HOMO energy = -0.36326 Eh
ΔE to the lowest compared entry with this formula, charge and spin = 2.728 eV
orbital gap = 0.3880 hartree
total charge = 0
maximum force = 0.0305 Eh/bohr

Each line ends with the natural charge from an NBO analysis.
Positions of all 13 atoms, in Å:
O -3.69293 -0.91977 0.09256  -0.519
C -2.66031 -0.52886 -0.39816  0.446
C -1.65986 0.07025 0.56484  -0.602
C -0.21595 -0.02437 0.27840  -0.017
C 0.97193 -0.06725 0.04600  -0.026
C 2.44194 -0.11272 -0.15980  -0.131
O 2.97694 1.00853 -0.83054  -0.695
H -2.46585 -0.65206 -1.47545  0.133
H -1.93287 1.11293 0.76153  0.264
H -2.12181 -0.45682 1.42203  0.278
H 2.92904 -0.25347 0.81672  0.189
H 2.71822 -0.97558 -0.77294  0.210
H 2.71151 1.79919 -0.34519  0.468

=====

C5H6O2 | wB97M-V/def2-TZVPD

HOMO energy = -0.35847 Eh
ΔE to the lowest compared entry with this formula, charge and spin = 1.421 eV
orbital gap = 0.3902 hartree
total charge = 0
maximum force = 0.0079 Eh/bohr

Each line ends with the natural charge from an NBO analysis.
Positions of all 13 atoms, in Å:
O -0.71102 -2.33544 0.38920  -0.518
C -0.51427 -1.15723 0.22741  0.573
C -1.26074 -0.03015 0.94575  -0.180
O -0.70106 1.19835 0.51588  -0.507
C 0.16705 0.97792 -0.56921  0.095
C 1.49300 0.40849 -0.22859  -0.416
C 0.39070 -0.49581 -0.76466  -0.375
H -1.19116 -0.11678 2.03374  0.210
H -2.32261 -0.07598 0.66554  0.205
H 0.03114 1.67505 -1.38876  0.206
H 1.77467 0.35945 0.81791  0.229
H 2.31783 0.56780 -0.91579  0.230
H 0.52647 -0.97567 -1.72841  0.248

=====

C5H6O2 | wB97M-V/def2-TZVPD

HOMO energy = -0.31156 Eh
ΔE to the lowest compared entry with this formula, charge and spin = 3.209 eV
orbital gap = 0.3429 hartree
total charge = 0
maximum force = 0.0308 Eh/bohr

Each line ends with the natural charge from an NBO analysis.
Positions of all 13 atoms, in Å:
C 0.52544 1.75946 0.31401  -0.652
C -0.15258 0.44385 0.13491  0.384
C 0.66555 -1.21950 0.44690  -0.496
C -0.02766 -0.69177 -0.75535  -0.418
C -1.51527 -0.95130 -0.53049  0.801
O -2.34331 -1.79433 -0.59974  -0.496
O -1.49135 0.23993 0.42785  -0.522
H 0.53554 2.04769 1.36918  0.233
H 0.05487 2.58087 -0.24452  0.227
H 1.55738 1.64563 -0.02326  0.233
H 0.11821 -1.53273 1.32256  0.225
H 1.60559 -1.78212 0.27777  0.228
H 0.54476 -0.66518 -1.66947  0.252

=====

C5H6O2 | wB97M-V/def2-TZVPD

HOMO energy = -0.34924 Eh
ΔE to the lowest compared entry with this formula, charge and spin = 3.931 eV
orbital gap = 0.3770 hartree
total charge = 0
maximum force = 0.0273 Eh/bohr

Each line ends with the natural charge from an NBO analysis.
Positions of all 13 atoms, in Å:
O -2.58819 -1.39778 -0.49499  -0.494
C -1.93708 -0.95996 0.32456  0.502
C -0.53103 1.10154 2.04681  0.283
O -0.39490 2.14247 1.45594  -0.518
C 0.77094 0.55839 -1.00606  -0.183
C 1.35416 -0.80528 -0.76412  -0.443
C 0.50466 -0.33196 -1.90335  -0.196
H 0.19251 0.26789 1.95698  0.119
H -1.39305 0.91960 2.72015  0.111
H 0.66102 1.55435 -0.60221  0.249
H 0.91682 -1.45438 0.00283  0.165
H 2.42367 -0.97745 -0.91187  0.179
H 0.02048 -0.61743 -2.82468  0.226

=====

C5H6O2 | wB97M-V/def2-TZVPD

HOMO energy = -0.32931 Eh
ΔE to the lowest compared entry with this formula, charge and spin = 4.118 eV
orbital gap = 0.3518 hartree
total charge = 0
maximum force = 0.0099 Eh/bohr

Each line ends with the natural charge from an NBO analysis.
Positions of all 13 atoms, in Å:
O -1.01144 -1.80609 -1.21546  -0.510
C -0.60797 -0.89006 -0.53795  0.553
C -0.70242 -0.84520 0.98898  -0.196
O -0.63910 0.52803 1.36746  -0.512
C 0.07815 1.37137 0.56505  0.175
C 1.22921 0.70071 -0.12549  -0.498
C 0.05795 0.35398 -1.02310  -0.453
H 0.09356 -1.45534 1.43724  0.205
H -1.66521 -1.23074 1.32976  0.230
H -0.61679 1.37189 -0.62729  0.270
H 1.72166 -0.12907 0.37961  0.226
H 1.93626 1.39576 -0.57414  0.240
H 0.12159 0.52464 -2.09502  0.270

=====

C5H6O2 | wB97M-V/def2-TZVPD

HOMO energy = -0.35168 Eh
ΔE to the lowest compared entry with this formula, charge and spin = 2.639 eV
orbital gap = 0.3777 hartree
total charge = 0
maximum force = 0.0854 Eh/bohr

Each line ends with the natural charge from an NBO analysis.
Positions of all 13 atoms, in Å:
C -1.10741 1.07985 -0.32568  -0.631
C -0.02355 0.19994 0.06724  -0.021
C 0.85502 0.64482 1.21933  -0.635
C 0.26738 -0.88160 -0.62949  0.130
O 1.14998 -2.02506 -0.38715  -0.465
C 0.18145 -2.10369 -1.33112  0.763
O -0.19851 -2.91365 -2.08612  -0.510
H -1.87908 0.55843 -0.94213  0.234
H -0.65461 2.06793 -0.84169  0.228
H -1.72699 1.33790 0.52628  0.226
H 1.88260 0.41867 1.25792  0.236
H 0.54290 -0.00452 2.06525  0.230
H 0.71082 1.62097 1.40737  0.214

=====

C5H6O2 | wB97M-V/def2-TZVPD

HOMO energy (alpha / beta) = -0.30314 / -0.30319 Eh
ΔE to the lowest compared entry with this formula, charge and spin = 5.558 eV
orbital gap (alpha / beta) = 0.3124 / 0.3125 hartree
total charge = 0
maximum force = 0.0616 Eh/bohr

Each line ends with the natural charge from an NBO analysis.
Positions of all 13 atoms, in Å:
O 2.23122 1.63867 -1.07878  -0.497
C 1.66562 0.94426 -0.26795  0.420
C 0.82575 -0.28001 -0.66045  -0.064
O 0.68605 -1.28194 0.35276  -0.503
C -0.75586 -0.94317 1.11417  -0.034
C -1.21924 0.40255 0.62805  -0.483
C -0.65576 -0.18643 -0.55173  -0.059
H 1.71643 1.16156 0.81850  0.119
H 1.20578 -0.63881 -1.63617  0.212
H -1.44551 -1.76375 0.91489  0.178
H -2.30058 0.48319 0.53909  0.257
H -0.75158 1.27341 1.06654  0.220
H -1.20231 -0.80952 -1.23894  0.232

=====

C5H6O2 | wB97M-V/def2-TZVPD

HOMO energy = -0.37016 Eh
ΔE to the lowest compared entry with this formula, charge and spin = 0.684 eV
orbital gap = 0.4027 hartree
total charge = 0
maximum force = 0.0368 Eh/bohr

Each line ends with the natural charge from an NBO analysis.
Positions of all 13 atoms, in Å:
O 2.66516 -0.23848 0.02225  -0.564
C 1.50960 0.06008 -0.08643  0.784
O 1.02243 1.26293 0.25025  -0.492
C -0.42678 1.37403 -0.03193  -0.063
C -0.82978 -0.00915 -0.38286  -0.265
C -0.52009 -1.04260 0.66098  -0.388
C 0.39639 -0.83053 -0.49160  -0.336
H -0.86167 1.75734 0.86730  0.195
H -0.58749 2.16670 -0.82129  0.198
H -1.64598 -0.23669 -1.02628  0.236
H -0.25692 -0.74170 1.67026  0.224
H -1.02523 -1.95167 0.63694  0.223
H 0.56037 -1.57026 -1.26760  0.248

=====

C5H6O2 | wB97M-V/def2-TZVPD

HOMO energy = -0.32802 Eh
ΔE to the lowest compared entry with this formula, charge and spin = 3.373 eV
orbital gap = 0.3656 hartree
total charge = 0
maximum force = 0.0327 Eh/bohr

Each line ends with the natural charge from an NBO analysis.
Positions of all 13 atoms, in Å:
C 0.63189 0.60474 1.18080  -0.089
O 0.36792 -0.78370 1.32292  -0.496
C 0.16093 -1.19215 -0.00490  0.048
C -1.07161 -0.66389 -0.68012  0.071
O -1.58663 0.44143 0.05039  -0.498
C -0.25689 1.03083 0.02743  0.065
C 0.25394 -0.02662 -0.95792  -0.338
H 1.59019 0.65887 0.60459  0.172
H 0.55877 1.07933 2.16694  0.206
H 0.55057 -2.17208 -0.24660  0.215
H -1.67758 -1.18990 -1.40368  0.203
H -0.25750 2.09497 -0.21893  0.207
H 0.79821 0.12290 -1.87854  0.233

=====

C5H6O2 | wB97M-V/def2-TZVPD

HOMO energy = -0.35420 Eh
ΔE to the lowest compared entry with this formula, charge and spin = 3.663 eV
orbital gap = 0.3473 hartree
total charge = 0
maximum force = 0.1039 Eh/bohr

Each line ends with the natural charge from an NBO analysis.
Positions of all 13 atoms, in Å:
C -1.71648 -1.19369 0.24011  -0.125
C -0.86981 -0.64027 0.91716  -0.085
C 0.11707 0.33361 0.73992  0.053
C 1.53636 -0.12783 0.84519  -0.617
O 0.22334 1.01888 -0.73580  -0.523
C -0.49868 0.79397 -1.74277  0.677
O -0.66260 1.37288 -2.77380  -0.588
H -2.50263 -1.90955 0.14334  0.243
H -0.10810 1.27681 1.23051  0.235
H 1.70354 -1.01158 0.21870  0.228
H 1.70240 -0.41309 1.88774  0.222
H 2.23515 0.66702 0.56532  0.239
H -1.15958 -0.16716 -1.53561  0.041

=====

C5H6O2 | wB97M-V/def2-TZVPD

HOMO energy = -0.36594 Eh
ΔE to the lowest compared entry with this formula, charge and spin = 2.384 eV
orbital gap = 0.3925 hartree
total charge = 0
maximum force = 0.0110 Eh/bohr

Each line ends with the natural charge from an NBO analysis.
Positions of all 13 atoms, in Å:
O 1.54062 -3.25848 -0.00068  -0.502
C 0.92107 -2.31364 -0.41737  0.456
C 1.50410 -0.90933 -0.50428  -0.586
C 0.50878 0.12533 -0.23731  -0.015
C -0.35279 0.95570 -0.09116  -0.030
C -1.41416 1.91358 0.24332  -0.133
O -2.18753 1.46389 1.33709  -0.694
H -0.11938 -2.41400 -0.78879  0.117
H 2.37307 -0.84886 0.15842  0.256
H 1.86129 -0.77003 -1.53371  0.261
H -0.96589 2.89963 0.43929  0.189
H -2.10128 2.03206 -0.60040  0.208
H -1.56790 1.12415 1.99558  0.471

=====

C5H6O2 | wB97M-V/def2-TZVPD

HOMO energy = -0.33313 Eh
ΔE to the lowest compared entry with this formula, charge and spin = 5.158 eV
orbital gap = 0.3613 hartree
total charge = 0
maximum force = 0.0147 Eh/bohr

Each line ends with the natural charge from an NBO analysis.
Positions of all 13 atoms, in Å:
O 1.97870 -0.96208 2.23700  -0.986
C 0.20813 -0.00379 0.13568  -0.241
C -0.33979 1.42098 -0.21234  0.043
O 0.05357 1.41785 -1.57404  -0.477
C 0.15360 0.01283 -1.42416  0.042
C -1.10306 -0.52410 -0.88768  -0.151
C -1.46325 0.49691 -0.01902  -0.144
H 2.14115 -1.87712 1.95835  0.453
H 1.33411 -0.63351 1.54936  0.489
H -0.20450 2.33126 0.36214  0.233
H 0.79186 -0.54717 -2.09856  0.230
H -1.42971 -1.55492 -0.86265  0.254
H -2.12081 0.42286 0.83594  0.255

=====

C5H6O2 | wB97M-V/def2-TZVPD

HOMO energy = -0.37022 Eh
ΔE to the lowest compared entry with this formula, charge and spin = 2.388 eV
orbital gap = 0.3982 hartree
total charge = 0
maximum force = 0.0113 Eh/bohr

Each line ends with the natural charge from an NBO analysis.
Positions of all 13 atoms, in Å:
C 2.44739 -0.87636 -0.02782  -0.222
C 1.38244 -0.42280 -0.35923  -0.007
C 0.03568 0.12312 -0.54854  -0.437
C 0.04355 1.52191 0.05558  0.475
O -0.70822 1.88665 0.92897  -0.532
C -0.99320 -0.80914 0.12160  -0.042
O -2.28954 -0.27902 0.11713  -0.714
H 3.38459 -1.28595 0.27776  0.245
H -0.20255 0.23513 -1.61694  0.257
H 0.81748 2.20240 -0.35257  0.126
H -0.63632 -1.03737 1.13640  0.173
H -1.02087 -1.74871 -0.43781  0.191
H -2.26045 0.49015 0.70546  0.487

=====

C5H6O2 | wB97M-V/def2-TZVPD

HOMO energy = -0.35715 Eh
ΔE to the lowest compared entry with this formula, charge and spin = 2.542 eV
orbital gap = 0.3314 hartree
total charge = 0
maximum force = 0.0318 Eh/bohr

Each line ends with the natural charge from an NBO analysis.
Positions of all 13 atoms, in Å:
C -1.79389 -0.12021 -0.34330  -0.700
C -0.66596 0.25374 0.57215  0.227
O 0.53888 -1.45520 0.67986  -0.589
C 1.70086 -1.06825 0.16949  0.728
O 2.71359 -1.71557 -0.05418  -0.594
C 1.63986 0.39566 -0.18260  -0.250
C 0.46755 0.96611 0.04051  -0.266
H -1.91802 -1.17064 -0.09438  0.280
H -2.75522 0.39238 -0.16810  0.242
H -1.52331 -0.03455 -1.39970  0.236
H -1.00826 0.69388 1.53413  0.220
H 2.49680 0.89034 -0.62102  0.233
H 0.10712 1.97231 -0.13286  0.233